C10H18F2N4OPbS | wB97M-V/def2-TZVPD

LUMO level (alpha / beta) in eV: -9.4121 / -9.5520
HOMO energy (alpha / beta) in Eh: -0.5365 / -0.5356
Frontier orbital gap (alpha / beta) in eV: 5.2 / 5.0
Charge: +2

Geometry (Å):
Pb1 0.09652 -0.64797 0.17210
N1 0.08980 1.91553 0.49788
C1 0.54784 2.39273 1.81668
C2 0.26686 1.41133 2.92713
N2 0.66773 0.02145 2.69636
C3 2.07698 -0.34165 2.99819
C4 3.10116 0.08433 1.94802
N3 2.74269 -0.46612 0.61133
H1 -0.90158 2.15334 0.33489
H2 0.60106 2.35137 -0.30202
H3 1.64663 2.54847 1.71020
H4 0.06912 3.34868 2.10569
H5 0.78379 1.83778 3.81631
H6 -0.82513 1.43955 3.12593
H7 0.10431 -0.56567 3.27742
H8 2.39584 0.14644 3.93669
H9 2.10386 -1.42520 3.17912
H10 3.14953 1.17285 1.90873
H11 4.10023 -0.24473 2.27345
H12 3.03741 0.15070 -0.14689
H13 3.22198 -1.35075 0.46818
O1 -0.13850 -0.04333 -2.00615
N4 -1.33021 -0.12088 -2.62916
C5 -1.26424 -0.17892 -4.00089
C6 -2.46287 -0.19292 -4.71382
C7 -3.71116 -0.23193 -4.08449
C8 -3.72808 -0.22375 -2.69177
C9 -2.54173 -0.15324 -1.90418
S1 -2.68822 -0.11599 -0.23774
H14 -0.26071 -0.22161 -4.43877
H15 -2.39916 -0.20425 -5.80240
H16 -4.61162 -0.22424 -4.67306
H17 -4.66059 -0.21020 -2.13772
F1 1.27732 -3.63041 -0.53784
C10 0.17681 -3.09836 -0.00933
F2 -0.92179 -3.70417 -0.56011
H18 0.18809 -3.37827 1.07205

Atoms 1-2, force components in eV/Å:
-1.4 0.7 -0.6
-0.2 -0.1 -1.0